# 1
This record from the OMol25 dataset describes a 2-piece molecular cluster, C2H2Cl3NO overall at a distorted geometry. The level of theory is ωB97M-V/def2-TZVPD.

```
9
Properties=species:S:1:pos:R:3:forces:R:3
C -1.513455 0.086085 -0.075073 -0.8 -0.9 0.4
C 1.514197 -0.315215 0.075698 -0.3 0.5 -0.5
N -0.595880 0.620374 -0.993671 1.0 -0.4 -0.6
O -0.958867 1.357909 0.083548 -0.3 1.1 0.3
Cl 1.472316 -2.014236 -0.049535 0.0 -0.1 0.1
Cl 2.652403 0.492387 -0.914363 0.0 -0.1 0.1
Cl 1.177114 0.391583 1.578175 0.3 -0.2 0.3
H -2.564370 0.047436 -0.341809 0.0 0.1 -0.1
H -1.183460 -0.666324 0.637034 0.1 0.0 -0.1
```
Positions in Å, forces in eV/Å.

LUMO level (spin up / spin down): 0.09 / -0.45 eV
Frontier orbital gap (spin up / spin down): 8.53 / 8.99 eV
2S+1: 1
Energy: -1587.78961 Ha
Relative energy (zero: lowest compared OMol25 entry of this formula, charge and spin): 115.4 kcal per mole

# 2
This record from the OMol25 dataset describes an isolated ion of composition C5H6NO and charge +1 at a distorted geometry. The level of theory is ωB97M-V/def2-TZVPD.

```
13
Properties=species:S:1:pos:R:3:forces:R:3
C -1.328133 -0.949532 0.782960 0.6 -0.7 -0.4
C -1.224549 0.447644 0.592134 -1.2 -0.5 0.4
C 0.802324 -0.638920 -0.129021 1.7 -1.5 0.7
C 0.321466 1.879853 -0.545793 -0.7 1.4 0.8
C -0.168970 -1.602834 0.375453 -1.4 0.2 -0.1
N -0.004745 0.559021 -0.161208 0.3 0.8 -0.8
O -0.383085 1.115749 -1.471254 -0.3 -0.2 0.5
H -2.257506 -1.330528 1.167847 0.2 -0.5 0.3
H 1.459801 -0.628799 0.790558 0.2 0.7 -1.1
H 1.366669 -1.031828 -1.008514 -0.5 1.1 0.4
H -0.090556 2.704047 0.050381 -0.8 -0.6 -0.4
H 1.284745 2.097699 -0.803241 2.7 0.0 -0.8
H 0.222540 -2.621573 0.359698 -0.8 -0.1 0.5
```
Positions in Å, forces in eV/Å.

Net charge: +1
LUMO level (spin up / spin down): -6.54 / -6.54 eV
Frontier orbital gap (spin up / spin down): 7.92 / 7.93 eV
2S+1: 1
Energy: -323.59421 Ha
Relative energy (zero: lowest compared OMol25 entry of this formula, charge and spin): 173.0 kcal per mole

# 3
This record from the OMol25 dataset describes one molecule with the formula C3H5NO2. The level of theory is ωB97M-V/def2-TZVPD.

```
11
Properties=species:S:1:pos:R:3:forces:R:3
C 0.735637 -1.420109 -0.143805 -0.1 0.1 0.0
C 0.276060 1.149407 0.221656 0.4 -0.4 -0.1
C -1.418701 1.021415 -0.043915 -0.2 -0.3 0.0
O 0.189646 -0.461086 0.745628 -0.3 0.5 -0.3
N -1.694313 -0.106344 0.298778 0.6 0.3 0.0
O 0.982890 1.360186 -0.735725 -0.4 -0.2 0.3
H 0.357698 1.669774 1.186710 -0.1 -0.1 0.0
H -2.049339 1.814416 -0.425975 0.0 -0.1 0.0
H -0.007825 -2.202909 -0.312345 0.0 0.0 0.0
H 1.002555 -0.959634 -1.099816 0.0 0.0 0.1
H 1.625692 -1.865115 0.308809 -0.1 0.0 0.0
```
Positions in Å, forces in eV/Å.

LUMO level (spin up / spin down): -1.34 / -1.34 eV
Frontier orbital gap (spin up / spin down): 8.02 / 8.02 eV
2S+1: 1
Energy: -322.36925 Ha
Relative energy (zero: lowest compared OMol25 entry of this formula, charge and spin): 128.7 kcal per mole